No. 1
Computed, not measured: 2 unconnected molecules or ions with the total composition C5H12N, with ωB97M-V with the def2-TZVPD basis set.

Element x y z (Å)
1 C 1.748 1.412 -0.355
2 H 1.797 -0.631 0.511
3 H 0.947 2.142 -0.499
4 H 3.234 2.254 -1.709
5 C 1.154 0.126 0.099
6 H -4.082 -2.335 1.836
7 H -0.343 -1.953 0.606
8 H -4.740 -0.937 0.997
9 C 2.662 1.341 -1.582
10 C -0.204 -0.146 -0.110
11 H 2.339 1.832 0.469
12 H 2.114 1.113 -2.497
13 H -2.994 -1.388 0.819
14 C -3.852 -1.329 1.488
15 N -0.900 -1.198 0.201
16 H -0.732 0.570 -0.746
17 H 3.349 0.502 -1.442
18 H -3.611 -0.629 2.288

Cartesian forces (eV/Å) of the 6 atoms listed first:
0.03 0.62 0.45
0.16 -0.24 0.29
-0.02 -0.07 -0.19
0.01 0.10 -0.05
-0.16 0.19 -0.51
0.03 0.12 0.34

Calculated values
- Multiplicity: 2
- Charge: 0
- HOMO-LUMO gap (spin up / spin down): 9.659 / 8.981 eV
- HOMO level (spin up / spin down): -8.583 / -9.803 eV
- ⟨S²⟩: 0.778



No. 2
Computed, not measured: 5 unconnected molecules or ions with the total composition C27H44BBrO17, with ωB97M-V with the def2-TZVPD basis set.

Element x y z (Å)
1 H -1.542 0.240 -4.544
2 C -1.218 -1.739 -5.304
3 H 7.257 0.464 6.599
4 C -3.138 -1.105 -4.009
5 H 1.242 5.971 9.956
6 H 1.998 2.164 5.714
7 C -3.646 2.181 -1.186
8 H 8.923 0.293 7.203
9 C 6.680 5.259 6.747
10 H -3.677 -0.577 0.899
11 O -1.960 0.452 -1.097
12 O 2.928 4.186 7.190
13 H -3.071 -5.444 -5.571
14 H -3.512 0.905 -3.421
15 H 0.847 0.701 -1.101
16 O -0.793 -8.346 -8.664
17 C 1.911 5.506 9.239
18 O -0.673 -7.356 -6.750
19 O 7.514 4.225 7.283
20 H -0.597 -6.413 -4.955
21 H 2.043 3.668 4.758
22 C -2.711 3.163 -0.459
23 Br -1.774 4.278 -1.757
24 H 0.651 -5.892 -6.094
25 H -1.928 2.628 0.071
26 H 6.975 5.498 5.728
27 H -0.948 -9.273 -10.450
28 C -3.468 -4.784 -4.801
29 C -3.642 0.484 0.663
30 H 2.529 4.762 9.738
31 O 2.021 1.117 2.389
32 O -5.652 -1.808 -0.421
33 C -1.928 -0.770 -4.615
34 C 8.253 0.902 6.603
35 H -3.557 2.311 -2.258
36 H 5.255 2.881 2.708
37 O -6.565 0.007 -1.672
38 O 6.794 2.877 5.626
39 C -0.152 -8.880 -9.826
40 O 8.234 2.190 7.223
41 C 7.452 3.079 6.612
42 C -2.887 -3.398 -4.799
43 C -3.443 4.052 0.537
44 H 4.488 1.395 3.289
45 C -1.684 -3.041 -5.401
46 H -4.158 4.692 0.023
47 H -4.598 0.930 0.940
48 H 3.624 2.947 3.396
49 C -3.990 -0.372 -1.699
50 H -1.070 -3.767 -5.919
51 H 0.592 2.651 4.752
52 H -6.574 -2.085 -0.378
53 C -3.927 -0.080 -3.227
54 O 0.841 3.735 6.452
55 C -3.360 0.734 -0.819
56 C 1.026 0.711 -0.033
57 C 0.104 -6.753 -5.712
58 O 1.241 -7.757 -7.879
59 H -4.549 -4.707 -4.925
60 B -5.479 -0.757 -1.264
61 C -3.596 -2.409 -4.118
62 H -3.958 3.405 1.251
63 C -1.848 -0.897 -1.183
64 C 1.731 4.259 7.289
65 H 5.634 4.957 6.771
66 O -0.832 -1.511 -1.112
67 H -3.291 -5.279 -3.842
68 H -2.729 4.654 1.094
69 H 0.388 -8.100 -10.359
70 O 3.804 2.161 1.479
71 H 6.832 6.123 7.388
72 C 2.638 1.519 1.433
73 H 1.089 -0.309 0.335
74 H -4.935 -0.062 -3.644
75 O 2.270 1.401 0.164
76 H 2.544 6.262 8.778
77 H -4.528 -2.667 -3.624
78 H -2.856 0.928 1.276
79 O -3.078 -1.443 -1.350
80 H 0.533 -9.680 -9.551
81 C 1.417 3.012 5.358
82 H 0.219 1.242 0.470
83 H -0.273 -1.465 -5.755
84 H -6.977 -0.257 -2.498
85 O 1.070 4.889 8.261
86 H 8.629 0.972 5.584
87 C 0.045 -7.814 -7.775
88 H -4.677 2.418 -0.914
89 H 0.805 -7.469 -5.288
90 C 4.313 2.352 2.801

Cartesian forces (eV/Å) of the 6 atoms listed first:
-0.01 0.02 0.03
0.17 0.14 -0.03
-0.02 0.03 -0.05
0.30 0.14 -0.08
-0.04 -0.02 -0.03
0.08 0.06 0.03

Calculated values
- Charge: 0
- HOMO-LUMO gap: 9.030 eV
- HOMO level: -9.110 eV
- SMILES string: Cc1cccc(C[C@@]2(B(O)O)OC(=O)O[C@@]2(C)C[C@H](C)Br)c1.COC(=O)OC.COC(=O)OC.COC(=O)OC.COC(=O)OC



No. 3
Computed, not measured: 3 unconnected molecules or ions with the total composition C4H10O2 in a non-equilibrium geometry, with ωB97M-V with the def2-TZVPD basis set.

Element x y z (Å)
1 H -1.123 -2.104 0.432
2 O -1.937 -2.256 -0.593
3 H -0.337 1.187 1.080
4 H 0.021 -0.829 -1.584
5 H 1.193 2.124 2.440
6 C 0.796 1.081 -0.793
7 H 2.448 2.387 1.043
8 H 1.461 1.655 -1.404
9 H 0.109 -2.702 1.448
10 C -0.277 0.228 -1.459
11 H -2.482 -3.048 -0.623
12 O -0.318 -1.892 1.165
13 H -0.610 0.690 -2.465
14 C 0.658 1.254 0.597
15 H -1.094 0.225 -0.707
16 C 1.494 1.999 1.422

Cartesian forces (eV/Å) of the 6 atoms listed first:
0.23 -0.49 -0.07
-0.05 0.44 -0.41
0.60 -1.42 -0.69
-0.11 -0.02 0.13
0.09 0.32 0.44
-2.65 -1.63 -0.28

Calculated values
- Charge: 0
- HOMO-LUMO gap: 3.665 eV
- HOMO level: -7.204 eV



No. 4
Computed, not measured: a molecular structure, C39H34ClInN3SSi2 in a non-equilibrium geometry, with ωB97M-V with the def2-TZVPD basis set.

Element x y z (Å)
1 C 0.427 -0.649 -1.295
2 C 1.870 -0.508 -1.712
3 H -1.064 3.178 8.733
4 H 1.077 0.113 -4.448
5 H -1.289 5.527 -1.925
6 H 2.512 -2.831 1.415
7 H 2.223 0.028 6.585
8 H -2.467 3.671 6.760
9 C 1.218 0.053 4.719
10 H -2.671 1.763 -3.145
11 H -1.166 4.017 0.010
12 C -0.589 4.690 -1.901
13 H 0.708 -3.761 0.300
14 Cl -2.852 1.228 0.527
15 H 0.985 1.661 8.499
16 C 1.898 -1.057 4.078
17 C 0.243 -2.936 -3.601
18 C 1.322 3.540 -2.916
19 C 0.330 1.920 7.658
20 C -0.739 -1.946 -3.744
21 C -1.357 -1.826 -4.996
22 H -1.937 2.683 4.533
23 H 0.492 -4.108 -6.777
24 H -3.745 -0.709 3.204
25 C 0.989 -2.962 -0.421
26 C -1.782 2.646 -4.896
27 H 3.929 1.377 -1.985
28 C 0.343 4.540 -2.935
29 C -1.811 1.776 -3.801
30 Si -1.193 -0.639 -2.383
31 C -2.851 -1.339 3.216
32 H -2.618 3.317 -5.059
33 N 1.809 -1.294 2.712
34 H -0.951 -3.995 2.281
35 Si 2.534 1.172 -2.086
36 H -1.880 -0.870 5.157
37 S 3.141 -3.265 3.770
38 H 3.045 -3.610 -0.707
39 H 0.667 -3.178 -2.635
40 In -1.939 -0.941 0.255
41 C -0.798 2.753 7.769
42 H 2.827 -1.945 5.854
43 C -0.983 -2.495 3.935
44 H -0.702 3.354 -6.630
45 C -1.382 -3.082 2.703
46 H 0.394 5.226 -3.787
47 C 2.423 -2.422 2.416
48 H -2.619 -0.800 -1.920
49 C 0.445 2.796 -0.788
50 C 2.312 -2.813 -0.862
51 H -1.407 -2.484 -7.039
52 H 0.598 2.220 0.136
53 C -0.913 -2.589 -6.079
54 N 0.198 0.790 4.229
55 C -1.899 -1.433 4.234
56 C 1.317 2.582 -1.888
57 H -0.214 -2.860 4.594
58 C -1.597 3.026 6.648
59 N 1.495 0.421 6.014
60 H -3.350 -2.851 1.634
61 H 1.190 1.782 -6.255
62 C 2.645 -1.996 4.790
63 C -0.506 3.816 -0.821
64 C 0.137 -3.512 -5.941
65 C -2.553 -2.361 2.221
66 C -1.307 2.484 5.392
67 H 0.239 0.184 -0.569
68 C -0.011 -2.026 -0.798
69 H -2.185 -1.128 -5.122
70 C 0.601 1.414 6.397
71 H -0.944 -2.522 -1.243
72 C 0.283 0.865 -4.499
73 C -0.205 1.640 5.244
74 C -0.720 2.657 -5.791
75 H 3.762 -1.513 -1.749
76 C 0.708 -3.697 -4.681
77 C -0.795 0.855 -3.582
78 H 2.129 3.474 -3.655
79 C 0.334 1.777 -5.568
80 H 1.481 -4.446 -4.482
81 C 2.715 -1.615 -1.504

Cartesian forces (eV/Å) of the 6 atoms listed first:
-1.53 0.36 0.97
0.76 0.27 -0.39
0.06 -0.07 -0.14
-0.30 0.11 0.06
0.09 -0.40 0.06
-0.01 0.21 0.43

Calculated values
- Charge: +1
- HOMO-LUMO gap (spin up / spin down): 4.913 / 4.915 eV
- HOMO level (spin up / spin down): -9.863 / -9.865 eV



No. 5
Computed, not measured: a gas-phase ion, C4H6IN3 (charge +2) in a non-equilibrium geometry, with ωB97M-V with the def2-TZVPD basis set.

Element x y z (Å)
1 C -0.658 -1.425 -0.649
2 H -0.412 2.685 1.178
3 H 1.034 -2.532 -0.885
4 N 0.666 -1.624 -0.597
5 H 2.598 -0.899 -0.268
6 N -1.197 -0.304 -0.277
7 I 2.403 1.909 1.025
8 C -1.016 1.902 0.749
9 H -2.211 -0.180 -0.371
10 N 1.161 0.474 0.291
11 H -2.079 2.107 0.734
12 H -1.283 -2.226 -1.034
13 C 1.536 -0.669 -0.174
14 C -0.541 0.782 0.279

Cartesian forces (eV/Å) of the 6 atoms listed first:
1.06 -4.48 -1.54
0.29 0.04 0.02
0.02 0.20 -0.04
0.66 1.98 0.78
-0.28 0.00 0.13
-1.27 5.28 1.94

Calculated values
- Multiplicity: 3
- Charge: +2
- HOMO-LUMO gap (spin up / spin down): 6.234 / 5.112 eV
- HOMO level (spin up / spin down): -15.589 / -18.235 eV
- ⟨S²⟩: 2.016



No. 6
Computed, not measured: a molecular structure, C34H45O2ReSe2 in a non-equilibrium geometry, with ωB97M-V with the def2-TZVPD basis set.

Element x y z (Å)
1 H 2.690 -2.206 7.130
2 H -5.968 -0.412 -4.016
3 H 5.196 1.337 1.507
4 C -1.744 -0.058 -0.153
5 H -3.379 -5.685 -0.393
6 H -5.132 -1.824 -3.359
7 Se -0.197 0.406 3.911
8 C -1.076 -4.329 -0.520
9 H -1.532 0.292 6.479
10 C 5.062 0.296 1.202
11 C -3.535 -4.627 -0.606
12 C 1.458 -1.139 5.744
13 H -4.200 -0.485 -4.046
14 C -2.412 -3.820 0.049
15 H -0.994 -0.670 8.694
16 H -6.004 1.733 -2.831
17 C 1.149 2.568 -1.227
18 C -3.791 -0.478 -1.334
19 C 2.365 2.908 -1.806
20 H 5.312 -1.851 -0.538
21 H 1.596 4.854 -4.559
22 C 3.462 2.118 -1.478
23 H 1.041 5.343 -1.557
24 C 1.485 3.998 -3.890
25 H 4.599 4.496 -2.466
26 C -0.613 -0.262 6.629
27 H 4.111 -1.326 -1.728
28 H 6.006 -0.230 1.362
29 C 1.762 -1.665 6.991
30 O -0.582 -1.764 1.025
31 H 0.444 3.970 -3.558
32 H 3.618 -1.698 -0.070
33 Re 0.558 -0.632 1.994
34 H -6.371 -1.504 -1.152
35 H 4.315 -0.158 1.850
36 H -3.403 -3.670 1.985
37 H 2.212 6.278 -2.492
38 H -2.886 1.465 -1.133
39 C -6.274 -0.421 -1.258
40 C 2.082 5.379 -1.885
41 Se -0.601 1.307 0.602
42 H -4.343 -2.529 -1.370
43 H 1.689 3.089 -4.461
44 H -7.182 -0.044 -1.735
45 C 3.871 4.334 -3.265
46 H 4.409 2.356 -1.934
47 C -5.087 -0.737 -3.459
48 C 0.271 -0.441 5.573
49 H -4.248 1.805 -2.963
50 C 4.676 0.206 -0.284
51 C -5.073 1.475 -2.325
52 H 1.124 -1.910 9.022
53 H -2.475 -5.158 1.743
54 H 2.716 5.466 -1.000
55 H 5.692 0.643 -2.171
56 H 3.884 5.216 -3.907
57 C 2.459 4.136 -2.711
58 C -2.552 -2.319 -0.255
59 C 3.423 1.049 -0.581
60 H 6.159 1.714 -0.830
61 H -0.226 -3.859 -0.029
62 O 2.066 -0.218 0.962
63 H 4.188 3.479 -3.867
64 C -3.605 -1.825 -1.016
65 H -4.515 -4.352 -0.208
66 H -3.546 -4.507 -1.691
67 C -2.824 0.410 -0.896
68 H 2.146 -1.263 4.915
69 H -1.009 -4.128 -1.591
70 C 4.406 -1.256 -0.678
71 H -5.045 2.034 -1.386
72 H -1.638 -3.648 2.094
73 C 2.196 0.773 0.016
74 C -0.303 -0.800 7.871
75 C 0.883 -1.496 8.052
76 H 6.734 0.049 -0.881
77 C 5.879 0.692 -1.096
78 C -5.040 -0.036 -2.093
79 C 1.073 1.499 -0.349
80 C -2.483 -4.081 1.562
81 H -0.998 -5.408 -0.369
82 C -1.622 -1.384 0.211
83 H -6.208 0.014 -0.258
84 H 0.248 3.127 -1.461

Cartesian forces (eV/Å) of the 6 atoms listed first:
-0.05 0.02 0.03
0.02 -0.04 0.03
0.02 -0.04 -0.01
-0.19 0.60 -0.38
0.00 0.02 0.00
-0.01 0.06 -0.01

Calculated values
- Multiplicity: 2
- Charge: +1
- HOMO-LUMO gap (spin up / spin down): 6.485 / 6.827 eV
- HOMO level (spin up / spin down): -11.350 / -11.403 eV
- ⟨S²⟩: 0.765



Values of E, in order: -6867.7297 -134242.8597 -8399.3168 -89739.8741 -16793.1743 -172900.1614, all in eV.